Computed, not measured: C30H22CuN6O as an isolated structure, with ωB97M-V/def2-TZVPD.

Values from the calculation:
* gap between HOMO and LUMO: 5.768 eV
* LUMO level: 2.2 eV
* HOMO level: -3.562 eV
* net charge: -1

Each line ends with the Löwdin charge.
CARTESIAN COORDINATES (ANGSTROEM)
Cu: -0.882 0.244 0.766  0.29
C: 0.701 3.111 3.495  -0.05
C: -0.207 2.503 2.462  -0.29
N: -0.520 1.245 2.456  -0.02
N: -0.043 0.465 3.457  0.06
C: -0.052 -0.822 3.127  -0.47
O: -0.344 -1.308 2.000  -0.05
C: 0.364 -1.769 4.205  -0.15
C: 1.043 -2.928 3.841  -0.03
C: 1.439 -3.839 4.807  -0.10
C: 1.139 -3.608 6.143  -0.12
C: 0.458 -2.456 6.510  -0.10
C: 0.079 -1.534 5.545  -0.04
C: -0.720 3.317 1.363  -0.22
C: -0.557 4.709 1.295  -0.03
C: -0.953 5.381 0.153  -0.09
C: -1.527 4.673 -0.896  -0.08
C: -1.708 3.307 -0.721  -0.13
N: -1.322 2.658 0.360  0.10
H: 1.252 2.317 3.994  0.06
H: 0.128 3.653 4.254  0.08
H: 1.405 3.810 3.038  0.07
H: 1.251 -3.097 2.793  0.11
H: 1.979 -4.735 4.525  0.09
H: 1.434 -4.327 6.899  0.09
H: 0.223 -2.277 7.553  0.09
H: -0.437 -0.621 5.813  0.10
H: -0.118 5.252 2.121  0.10
H: -0.812 6.452 0.076  0.10
H: -1.820 5.164 -1.814  0.09
H: -2.182 2.699 -1.489  0.11
N: 1.525 -3.211 -8.414  0.14
C: 1.236 -2.772 -7.391  -0.20
C: 0.880 -2.231 -6.119  -0.24
C: 0.773 -0.850 -5.945  -0.02
C: 0.444 -0.336 -4.706  -0.01
C: 0.199 -1.184 -3.628  -0.19
C: 0.293 -2.562 -3.811  0.00
C: 0.635 -3.087 -5.042  -0.02
C: -0.159 -0.630 -2.296  -0.05
C: 0.888 -0.045 -1.580  -0.25
C: 2.264 0.023 -1.969  -0.04
C: 2.923 0.649 -0.939  -0.09
C: 1.935 0.938 0.042  -0.14
N: 0.739 0.537 -0.337  0.04
C: -1.496 -0.766 -1.906  -0.25
C: -2.549 -1.305 -2.707  -0.05
C: -3.693 -1.228 -1.949  -0.10
C: -3.304 -0.655 -0.711  -0.15
N: -2.012 -0.374 -0.682  0.01
H: 0.946 -0.193 -6.787  0.12
H: 0.360 0.732 -4.555  0.13
H: 0.093 -3.211 -2.969  0.13
H: 0.715 -4.157 -5.182  0.12
H: 2.693 -0.354 -2.886  0.10
H: 3.976 0.872 -0.866  0.08
H: 2.078 1.423 1.000  0.10
H: -2.452 -1.680 -3.715  0.10
H: -4.689 -1.541 -2.221  0.08
H: -3.930 -0.443 0.143  0.10